Record 1
Density functional theory data (wB97M-V/def2-TZVPD) for C5H16B2ClGaInNO4 as an isolated structure.

The geometry in ORCA input format:
```
! RIJCOSX wB97M-V def2-TZVPD def2/J DEFGRID3
* xyz 2 1
C -2.82528 -2.94231 1.70109
C -2.93187 -1.45022 1.35251
C -1.62154 -0.68936 1.57383
C -0.50492 -1.10713 0.59560
N -0.46809 -0.28139 -0.61350
Ga 0.25784 1.36465 -1.06176
Cl -1.35093 2.77017 -1.12380
C 1.44217 1.61890 -2.67009
B 2.96753 1.16879 -2.72118
O 3.34211 0.35991 -3.74566
O 3.81535 1.74249 -1.80784
B 1.83984 2.14973 0.43466
O 2.68581 1.25951 0.87148
O 1.57064 3.39541 0.67138
H -2.00904 -3.16454 2.40671
H -2.62375 -3.55958 0.82594
H -3.76106 -3.32344 2.11339
H -3.73173 -0.97377 1.92560
H -3.21941 -1.36367 0.30109
H -1.29937 -0.91761 2.61151
H -1.78434 0.39005 1.52355
H 0.47470 -1.15566 1.07478
H -0.72753 -2.13036 0.27065
H -1.45107 -0.14156 -0.86222
H 0.80326 1.11340 -3.40144
H 1.35857 2.70249 -2.79938
H 3.68750 -0.52649 -3.62199
H 4.53505 1.21431 -1.45166
H 2.84479 0.44175 0.38593
H 0.70928 3.80091 0.46270
In -2.02455 -1.76538 4.77812
*
```

Properties
LUMO level: -9.509 eV
orbital gap: 6.107 eV

Record 2
Density functional theory data (wB97M-V/def2-TZVPD) for a 5-piece molecular cluster, C5H16Cl4O3 overall.

The geometry in ORCA input format:
```
! RIJCOSX wB97M-V def2-TZVPD def2/J DEFGRID3
* xyz 0 1
Cl -0.91579 0.54692 4.09420
C -2.06777 0.15784 2.91029
Cl -2.98351 -1.29533 3.30093
H -2.69005 1.00635 2.68296
H -1.51398 -0.01854 1.98672
Cl 2.39929 1.60995 3.55583
C 2.02268 0.96038 1.94038
Cl 3.41968 1.10210 0.82856
H 1.81790 -0.07573 2.09047
H 1.20146 1.43642 1.41755
C -2.55532 0.03065 -1.40333
O -1.64111 0.62298 -0.54267
H -2.39223 0.43976 -2.37723
H -2.56983 -1.05649 -1.36053
H -3.59715 0.22892 -1.16897
H -0.89795 0.05627 -0.40770
C 0.88828 1.06098 -2.85969
O 1.32316 -0.25496 -2.73861
H 1.42094 1.73034 -2.21559
H 0.96990 1.45808 -3.87861
H -0.12559 1.02567 -2.50966
H 2.21658 -0.35098 -3.10128
C 1.05571 -2.06073 0.15792
O 0.75918 -0.68914 -0.12692
H 2.04290 -2.09890 0.55571
H 0.40295 -2.31740 0.97845
H 0.92628 -2.68423 -0.73908
H 1.08339 -0.57117 -1.07009
*
```

Properties
structure (SMILES): ClCCl.ClCCl.CO.CO.CO
LUMO level: 0.367 eV
orbital gap: 10.627 eV

Number 1: F_max 2.13 eV/Å, HOMO level -15.616 eV, electronic energy -3180.18431 Ha. Number 2: F_max 1.96 eV/Å, HOMO level -10.260 eV, electronic energy -2266.52613 Ha.